a | Computed, not measured: one molecule with the formula C6H10O, with ωB97M-V/def2-TZVPD.

The HOMO-LUMO gap comes out at 11.1 eV. For the HOMO energy, the calculation gives -10.08 eV. Its SMILES is C#C[C@](C)(O)CC. The LUMO energy comes out at 1.0 eV.

Geometry as ORCA input:
```
! RIJCOSX wB97M-V def2-TZVPD def2/J DEFGRID3
* xyz 0 1
O 0.6889 0.0836 1.9320
C -1.8100 0.1543 -0.6859
C -0.0184 -2.3350 -0.4480
C -0.6166 0.8876 -0.0380
C 0.4606 -1.3384 0.0321
C 0.6191 0.0467 0.5084
C 1.9223 0.6945 0.0378
H -1.5815 -0.9041 -0.7994
H 0.0258 -0.5225 2.2862
H 2.7921 0.2355 0.5177
H 1.8956 1.7545 0.3121
H -0.9443 1.4638 0.8330
H 2.0199 0.6072 -1.0480
H -0.4861 -3.1798 -0.9000
H -2.0281 0.5268 -1.6923
H -2.7265 0.2154 -0.0914
H -0.2128 1.6099 -0.7563
*
```

b | Computed, not measured: C6H10O as an isolated structure, with ωB97M-V/def2-TZVPD.

The HOMO-LUMO gap comes out at 10.2 eV. For the HOMO energy, the calculation gives -9.50 eV. The LUMO energy comes out at 0.7 eV.

Geometry as ORCA input:
```
! RIJCOSX wB97M-V def2-TZVPD def2/J DEFGRID3
* xyz 0 1
O -0.7491 -1.6645 -0.4681
C 0.5054 1.4589 -0.3204
C 1.9164 -0.6902 0.0691
C -1.0523 1.7939 -0.5729
C 0.7296 0.1393 0.5246
C -1.2391 0.6785 -0.0154
C -0.6572 -0.5914 0.4323
H 2.8293 -0.0846 0.1113
H 0.8543 0.4352 1.5720
H 1.7879 -1.0351 -0.9622
H 0.9467 1.3659 -1.3174
H -0.6558 -1.3137 -1.3646
H -3.6898 0.1273 0.2713
H -1.0043 -0.9700 1.3939
H -3.5357 -0.3944 -0.2347
H 0.9559 2.3181 0.1816
H 2.0578 -1.5731 0.6998
*
```

Energies relative to the most stable structure are a 0.0000; b 0.1169, reported in hartree.

a | Computed, not measured: one molecule with the formula C6H10O, with ωB97M-V/def2-TZVPD.

The HOMO-LUMO gap comes out at 8.2 eV. For the HOMO energy, the calculation gives -7.38 eV. The LUMO energy comes out at 0.8 eV.

Geometry as ORCA input:
```
! RIJCOSX wB97M-V def2-TZVPD def2/J DEFGRID3
* xyz 0 1
O 0.1746 -1.5418 -0.4678
C -0.0530 1.7328 0.1283
C 0.5323 0.5372 0.9015
C -1.4362 1.2656 -0.2432
C -0.3761 -0.6496 0.5836
C 1.8683 -1.4651 -0.7720
C -1.6332 -0.0243 0.0383
H 1.7610 -1.8711 -1.7997
H 2.1099 -2.3665 -0.1757
H -2.5392 -0.5906 -0.1591
H 1.5546 0.2838 0.5990
H 0.5321 1.9682 -0.7713
H 0.4953 0.7221 1.9789
H -2.1754 1.9185 -0.7011
H -0.5269 -1.3226 1.4314
H -0.2097 -1.2425 -1.3047
H -0.0783 2.6460 0.7336
*
```

b | Computed, not measured: one molecule with the formula C6H10O, with ωB97M-V/def2-TZVPD.

The HOMO-LUMO gap (spin up / spin down) comes out at 7.2 / 7.0 eV. For the HOMO energy (spin up / spin down), the calculation gives -7.59 / -7.44 eV. The LUMO energy (spin up / spin down) comes out at -0.4 / -0.4 eV.

Geometry as ORCA input:
```
! RIJCOSX wB97M-V def2-TZVPD def2/J DEFGRID3
* xyz 0 1
O -0.5145 -0.4503 -1.3949
C 0.0698 -1.5407 0.6319
C -1.4480 0.2386 -0.7877
C -1.4115 1.0626 0.3495
C 0.6507 -0.9037 -0.6268
C 1.6953 0.2045 -0.4928
C -0.6271 0.9322 1.4957
H 2.0026 0.5595 -1.4836
H 1.0706 -1.6719 -1.2793
H 2.5811 -0.2040 0.0061
H 0.6058 -1.2321 1.5273
H -0.0135 -2.6231 0.5588
H -2.1635 1.8492 0.2154
H 1.3426 1.0521 0.0954
H -0.6213 1.8374 2.1172
H -2.3566 0.2030 -1.3914
H -0.9583 -1.1771 0.6969
*
```

Energies relative to the most stable structure are a 0.0000; b 0.0151, reported in hartree.

a | Computed, not measured: one molecule with the formula C6H10O, with ωB97M-V/def2-TZVPD.

The HOMO-LUMO gap comes out at 9.5 eV. For the HOMO energy, the calculation gives -8.67 eV. Its SMILES is CCC(C)=C=CO. The LUMO energy comes out at 0.9 eV.

Geometry as ORCA input:
```
! RIJCOSX wB97M-V def2-TZVPD def2/J DEFGRID3
* xyz 0 1
O -0.3826 1.3634 1.9722
C -0.5696 -0.6989 0.9692
C -0.9998 0.1210 1.8931
C 0.0529 -0.0379 -1.3218
C 1.7989 -0.8907 0.3906
C -1.3662 0.4975 -1.4920
C 0.3674 -0.5896 0.0435
H 2.1600 -1.7869 -0.1190
H 0.5279 1.2401 1.6743
H -1.5224 0.8304 -2.5230
H -1.5643 1.3429 -0.8233
H 1.9059 -1.0346 1.4709
H 0.2632 -0.8169 -2.0635
H -2.1016 -0.2795 -1.2657
H 0.7769 0.7665 -1.5167
H -1.7830 0.0246 2.6280
H 2.4365 -0.0515 0.0830
*
```

b | Computed, not measured: one molecule with the formula C6H10O, with ωB97M-V/def2-TZVPD.

The HOMO-LUMO gap comes out at 10.3 eV. For the HOMO energy, the calculation gives -9.23 eV. Its SMILES is C1=CCOCCC1. The LUMO energy comes out at 1.1 eV.

Geometry as ORCA input:
```
! RIJCOSX wB97M-V def2-TZVPD def2/J DEFGRID3
* xyz 0 1
O 0.6507 -1.2482 -0.7356
C -0.6043 -1.4979 -0.1487
C 0.3988 1.5835 -0.0878
C -1.3856 -0.2323 0.2515
C -0.9692 1.0615 -0.4635
C 1.4764 0.8570 0.2006
C 1.5788 -0.6453 0.1351
H 2.5687 -0.9195 -0.2455
H -0.4796 -2.1388 0.7420
H -1.2749 -0.0637 1.3299
H -1.1510 -2.0884 -0.8914
H 0.4968 2.6687 -0.0439
H 1.4927 -1.0833 1.1459
H -1.7009 1.8312 -0.1885
H -1.0396 0.9566 -1.5545
H -2.4543 -0.4075 0.0677
H 2.3966 1.3666 0.4866
*
```

Energies relative to the most stable structure are a 0.0524; b 0.0000, reported in hartree.

a | Computed, not measured: one molecule with the formula C6H10O, with ωB97M-V/def2-TZVPD.

The HOMO-LUMO gap comes out at 10.9 eV. For the HOMO energy, the calculation gives -9.86 eV. Its SMILES is O=CCCC1CC1. The LUMO energy comes out at 1.1 eV.

Geometry as ORCA input:
```
! RIJCOSX wB97M-V def2-TZVPD def2/J DEFGRID3
* xyz 0 1
O -2.2855 1.1551 -0.5654
C 1.3778 0.5319 -0.9116
C -1.3506 -0.9868 0.0396
C -2.3427 -0.0512 -0.6116
C -0.3055 -0.2649 0.9027
C 1.0956 -0.2869 0.3160
C 1.9405 0.9510 0.4154
H 0.5582 1.1113 -1.3282
H -0.6223 0.7813 0.9961
H -0.2828 -0.6806 1.9148
H -3.1693 -0.5499 -1.1637
H 3.0125 0.8624 0.5668
H 1.4826 1.8052 0.9035
H -0.8578 -1.5293 -0.7767
H -1.9511 -1.7424 0.5657
H 2.0768 0.1323 -1.6402
H 1.6234 -1.2384 0.3768
*
```

b | Computed, not measured: one molecule with the formula C6H10O, with ωB97M-V/def2-TZVPD.

The HOMO-LUMO gap (spin up / spin down) comes out at 7.2 / 6.1 eV. For the HOMO energy (spin up / spin down), the calculation gives -6.38 / -5.42 eV. The LUMO energy (spin up / spin down) comes out at 0.8 / 0.7 eV.

Geometry as ORCA input:
```
! RIJCOSX wB97M-V def2-TZVPD def2/J DEFGRID3
* xyz 0 1
O 0.1768 0.5659 -1.3204
C 0.5718 2.2099 0.3994
C -0.2890 -0.7944 -1.4924
C -0.4633 -1.3721 -0.0705
C 0.7191 -1.8289 0.6224
C -0.1008 0.9760 -0.0822
C -0.7439 -0.0522 0.6782
H 1.6483 -1.2715 0.5301
H -0.8431 0.0213 1.7554
H 0.6456 2.9597 -0.3916
H 0.6664 -2.6233 1.3572
H 0.4655 -1.3217 -2.0804
H -1.2395 -0.7459 -2.0372
H 0.0427 2.6312 1.2576
H 1.5868 1.9387 0.7266
H -1.3059 -2.0663 -0.0226
H -1.5373 0.7735 0.1705
*
```

Energies relative to the most stable structure are a 0.0000; b 0.1444, reported in hartree.